# 1
62
Properties=species:S:1:pos:R:3:forces:R:3 method="wB97M-V/def2-TZVPD" gap_ha=0.20207 lumo_energy_ev=-5.418 total_charge=+1 relative_energy_kcal_mol=38.9
Tc -0.010 -0.500 0.150 -1.2 -0.9 0.8
C -1.275 -2.155 3.415 0.0 0.0 -0.1
N -1.645 -1.372 2.204 0.0 -0.2 0.0
C -2.098 -0.055 2.656 0.1 0.0 -0.1
C -0.874 0.808 2.913 0.1 0.0 0.1
N -0.042 1.132 1.698 0.0 0.0 -0.2
C 1.348 1.381 2.144 0.0 0.1 0.0
C -0.659 2.299 1.059 0.0 0.1 0.0
C -0.293 3.598 1.374 0.0 0.1 0.1
C -0.974 4.670 0.808 0.0 0.0 0.0
C -2.040 4.441 -0.047 0.0 0.0 -0.1
C -2.403 3.141 -0.368 0.0 0.0 0.0
C -1.698 2.067 0.162 -0.1 0.0 -0.1
S -2.019 0.430 -0.450 0.7 -0.3 0.2
C -2.500 -2.186 1.400 0.0 -0.1 0.1
C -3.879 -2.064 1.389 0.0 0.1 0.0
C -4.663 -2.958 0.672 -0.1 0.0 0.0
C -4.081 -4.007 -0.024 0.0 0.0 0.0
C -2.702 -4.149 -0.019 0.1 0.0 0.0
C -1.914 -3.236 0.675 0.1 -0.1 0.1
S -0.140 -3.573 0.472 -0.4 -0.1 -0.1
H -0.959 -3.158 3.156 0.0 0.0 0.0
H -2.150 -2.235 4.070 0.0 0.0 0.0
H -0.460 -1.677 3.955 0.0 0.0 0.0
H -2.663 -0.127 3.592 0.0 0.0 0.0
H -2.742 0.400 1.918 -0.1 0.1 -0.1
H -0.217 0.310 3.624 0.0 0.0 0.0
H -1.202 1.745 3.367 0.1 0.1 0.0
H 1.393 2.074 2.988 0.0 0.0 0.0
H 1.929 1.785 1.317 0.0 0.0 0.0
H 1.791 0.435 2.454 0.0 0.0 0.0
H 0.512 3.799 2.071 -0.1 0.0 -0.1
H -0.671 5.681 1.048 0.0 0.0 0.0
H -2.572 5.273 -0.492 0.0 -0.1 0.1
H -3.205 2.949 -1.071 0.0 0.0 0.0
H -4.343 -1.260 1.951 0.0 -0.1 0.0
H -5.740 -2.845 0.676 0.1 0.0 0.0
H -4.692 -4.719 -0.564 0.0 0.0 0.0
H -2.228 -4.958 -0.569 -0.1 0.0 0.1
S 2.023 -5.576 -1.003 0.1 0.3 -0.4
Sb 2.637 -4.186 -2.621 -0.4 -0.1 0.6
S -0.161 -2.363 -1.394 0.1 0.3 0.3
S 1.006 -2.225 1.464 0.2 0.2 -0.1
S 4.483 -2.761 -1.444 0.1 0.3 -0.3
O 5.271 2.197 -5.113 0.0 -0.3 0.2
N 5.304 1.259 -4.342 0.2 0.1 -0.1
O 6.208 0.457 -4.227 -0.3 0.2 0.0
C 4.126 1.084 -3.464 0.1 0.1 -0.2
C 2.997 1.910 -3.682 0.0 0.1 -0.1
C 1.892 1.777 -2.919 -0.1 0.0 0.0
C 1.842 0.804 -1.854 0.0 0.0 0.4
O 0.849 0.614 -1.112 0.8 1.1 -1.2
C 3.045 -0.008 -1.630 -0.2 0.0 -0.4
C 4.174 0.149 -2.506 0.0 -0.3 0.3
N 2.860 -0.793 -0.594 -0.1 -0.2 0.0
O 1.230 -2.447 -2.055 0.3 -0.2 -0.2
O 3.521 -1.872 -0.324 -0.1 0.2 0.2
N 0.747 2.640 -3.271 -0.1 0.3 -0.1
O -0.346 2.323 -2.858 0.1 -0.1 0.1
O 0.986 3.606 -3.972 -0.1 -0.3 0.3
H 3.010 2.647 -4.474 0.0 0.0 0.0
H 5.074 -0.419 -2.380 0.2 -0.2 0.1

# 2
14
Properties=species:S:1:pos:R:3:forces:R:3 method="wB97M-V/def2-TZVPD" smiles="N=C=C1CC1.C#C" gap_ha=0.33541 lumo_energy_ev=0.873 total_charge=0 relative_energy_kcal_mol=144.3
C 0.731 -0.964 -0.743 0.3 1.7 -0.9
C 1.508 1.457 1.938 0.7 0.5 -4.4
C 1.713 1.558 0.732 -0.1 -0.2 3.1
C -1.622 0.072 -0.779 -2.0 5.3 -1.1
C -1.810 -1.073 0.037 0.3 -1.2 4.3
C -0.544 -0.824 -0.604 2.4 -1.5 0.0
N 1.883 -0.561 -0.870 0.0 -1.0 1.0
H 1.376 1.373 2.956 -0.3 0.0 1.5
H 2.655 -0.909 -1.400 -0.2 -0.6 -0.8
H 2.043 1.418 -0.279 -0.4 0.5 0.4
H -2.140 0.170 -1.727 0.0 -0.2 -0.1
H -1.655 1.088 -0.206 0.5 -1.8 -1.1
H -1.775 -0.885 1.146 -0.3 -0.2 -1.1
H -2.364 -1.922 -0.201 -1.0 -1.1 -0.8

# 3
56
Properties=species:S:1:pos:R:3:forces:R:3 method="wB97M-V/def2-TZVPD" smiles="COc1ccc(N2CCN(C(=O)CN(Cc3ccc(Cl)cc3)S(C)(=O)=O)CC2)cc1" gap_ha=0.29813 lumo_energy_ev=0.530 total_charge=0 relative_energy_kcal_mol=56.3
C 8.822 1.177 -0.178 0.1 0.1 -0.1
H 9.065 0.496 -1.000 0.0 0.0 0.0
O 7.956 0.576 0.752 -0.2 -0.1 0.2
C 6.726 0.166 0.320 -0.1 -0.1 0.1
C 5.914 -0.448 1.270 0.3 0.2 -0.1
C 4.649 -0.891 0.946 -0.1 0.0 -0.1
C 4.143 -0.746 -0.349 0.3 0.1 0.0
C 4.974 -0.146 -1.296 -0.2 0.0 0.1
C 6.238 0.311 -0.973 0.3 0.1 0.1
H 6.835 0.767 -1.746 0.1 0.0 0.0
H 4.641 -0.048 -2.318 0.0 0.0 -0.1
N 2.897 -1.241 -0.745 -0.2 -0.3 -0.2
C 2.017 -0.398 -1.528 -0.2 0.4 0.1
H 2.595 0.268 -2.165 0.0 -0.1 0.0
C 1.107 0.437 -0.615 0.0 0.1 -0.5
N 0.354 -0.438 0.265 0.3 0.2 0.0
C -0.962 -0.624 0.041 -0.1 0.1 0.0
O -1.557 -0.015 -0.834 0.0 -0.1 -0.1
C -1.683 -1.624 0.947 0.1 -0.2 -0.2
N -3.110 -1.584 0.822 -0.2 -0.6 -0.6
S -3.831 -2.512 -0.345 -0.2 -0.1 -0.1
O -5.176 -2.756 0.092 -0.1 0.3 0.0
O -2.960 -3.636 -0.548 0.3 0.2 -0.2
C -3.916 -1.569 -1.887 0.1 -0.3 0.6
H -3.161 -0.793 -1.850 0.1 0.0 0.0
H -4.911 -1.156 -1.969 -0.2 0.1 0.0
H -3.719 -2.266 -2.691 0.0 -0.2 -0.1
C -3.879 -0.584 1.526 -0.3 0.2 0.0
C -3.597 0.819 1.054 -0.1 0.1 0.2
C -4.319 1.373 0.006 0.1 0.0 0.2
C -4.011 2.629 -0.484 0.0 0.0 0.0
C -2.967 3.339 0.084 0.0 -0.2 0.1
C -2.245 2.815 1.143 0.0 0.1 -0.1
C -2.567 1.559 1.622 -0.2 0.0 0.0
H -2.004 1.149 2.448 0.1 -0.1 0.1
H -1.439 3.382 1.581 0.1 0.1 0.0
Cl -2.563 4.903 -0.530 0.1 0.2 -0.1
H -4.570 3.053 -1.303 0.0 0.1 -0.1
H -5.133 0.815 -0.432 -0.1 -0.1 -0.1
H -3.661 -0.670 2.598 -0.1 0.0 -0.1
H -4.922 -0.857 1.356 0.0 0.2 0.2
H -1.391 -2.636 0.649 0.3 0.1 0.2
H -1.418 -1.458 1.996 0.0 -0.1 -0.1
C 1.218 -1.267 1.077 0.2 -0.4 0.0
H 0.646 -1.936 1.714 0.0 0.0 0.0
C 2.133 -2.084 0.141 0.0 0.0 0.3
H 2.802 -2.724 0.715 0.0 0.0 0.0
H 1.497 -2.725 -0.481 0.0 0.0 0.1
H 1.828 -0.607 1.705 -0.1 -0.1 0.0
H 0.395 1.018 -1.201 0.1 0.0 0.1
H 1.717 1.109 -0.002 0.0 0.0 0.0
H 1.395 -1.040 -2.161 0.0 0.1 0.0
H 4.062 -1.353 1.723 -0.1 0.0 0.1
H 6.294 -0.564 2.272 0.0 0.0 0.1
H 9.731 1.411 0.374 0.0 0.0 -0.1
H 8.399 2.101 -0.585 0.0 0.0 0.0

# 4
17
Properties=species:S:1:pos:R:3:forces:R:3 method="wB97M-V/def2-TZVPD" multiplicity=2 gap_ha="0.07907 / 0.28242" lumo_energy_ev="3.653 / 3.549" total_charge=-1 relative_energy_kcal_mol=33.4
C 1.201 -2.484 -0.564 0.0 0.9 0.2
C -0.195 -2.434 -1.118 0.1 -0.7 0.7
C -1.146 -1.712 -0.544 0.2 -0.6 -0.2
H 1.716 -3.428 -0.608 -0.1 -0.6 -0.2
H 1.236 -2.143 0.471 -0.2 0.0 0.0
H 1.816 -1.770 -1.097 0.3 0.2 -0.3
H -0.420 -3.124 -1.927 0.0 0.3 -0.3
H -2.158 -1.755 -0.917 -0.2 0.3 0.0
H -0.901 -1.164 0.351 -0.3 0.3 0.0
C -0.291 1.814 -0.253 -0.1 -0.1 1.1
C -0.391 2.268 1.005 -0.1 0.3 -0.3
N 0.333 3.266 1.595 1.1 -0.7 -0.7
H 0.497 2.199 -0.882 -0.2 -0.2 -0.5
H -0.979 1.013 -0.479 0.3 -0.1 -0.6
H -1.109 1.844 1.696 -0.2 -0.1 -0.2
H 0.946 3.809 1.011 0.0 0.1 -0.1
H -0.155 3.800 2.258 -0.8 0.8 1.3

# 5
14
Properties=species:S:1:pos:R:3:forces:R:3 method="wB97M-V/def2-TZVPD" gap_ha=0.34279 lumo_energy_ev=0.404 total_charge=0 relative_energy_kcal_mol=70.1
C 0.139 0.506 1.544 -0.1 0.0 0.0
C 1.124 0.060 0.475 0.3 -0.3 -0.2
C 0.939 -1.058 -0.301 0.1 0.0 0.3
O -0.348 -0.699 -1.903 -0.2 0.2 0.1
C -1.408 -0.235 -1.414 -0.1 -0.1 0.0
N -1.518 0.448 -0.284 0.2 -0.1 -0.2
C -0.456 1.006 0.306 -0.2 0.1 0.1
H -0.421 -0.296 2.025 0.1 0.1 -0.1
H 0.553 1.233 2.241 0.0 -0.1 -0.1
H 1.967 0.712 0.272 -0.1 -0.1 0.0
H 0.215 -1.814 -0.018 0.1 0.2 -0.1
H 1.705 -1.376 -0.998 -0.1 0.1 0.1
H -2.362 -0.480 -1.904 0.2 0.0 0.1
H -0.067 1.947 -0.093 0.0 -0.2 0.0

# 6
37
Properties=species:S:1:pos:R:3:forces:R:3 method="wB97M-V/def2-TZVPD" multiplicity=2 gap_ha="0.16000 / 0.18200" lumo_energy_ev="-13.617 / -12.852" total_charge=+3
Ir 0.999 -0.203 0.228 -1.4 0.5 0.7
I 3.892 -0.277 0.630 -0.3 0.0 0.0
C 3.461 -0.115 2.707 0.0 -0.1 0.0
I 1.351 -0.177 3.040 -0.2 0.0 -0.9
H 3.838 0.832 3.070 0.0 0.1 0.0
H 3.909 -0.960 3.219 0.0 -0.1 0.0
C -2.326 -0.694 -1.479 -0.9 0.2 -0.2
N -2.289 0.118 -0.275 2.7 -0.1 0.6
C -2.517 -0.492 1.033 -0.9 -0.3 -0.3
C -2.274 1.560 -0.391 0.2 -0.7 -0.2
C -0.906 2.240 -0.321 -1.6 0.0 -0.3
C -0.945 3.615 -0.372 0.1 0.2 0.4
C 0.225 4.380 -0.453 0.2 -0.2 0.1
C 1.475 3.748 -0.514 0.0 0.1 0.3
C 1.528 2.377 -0.448 0.7 0.5 -0.9
C 0.348 1.617 -0.279 1.4 -1.9 0.4
H -3.358 -0.767 -1.852 0.0 0.0 0.0
H -1.992 -1.711 -1.283 0.1 0.1 0.0
H -1.741 -0.235 -2.276 0.1 -0.1 0.1
H -3.548 -0.861 1.103 0.0 0.1 0.1
H -2.364 0.230 1.831 0.1 0.0 0.0
H -1.877 -1.361 1.182 -0.1 0.2 0.1
H -2.896 1.978 0.400 -0.1 0.1 0.0
H -2.705 1.846 -1.349 -0.2 0.1 -0.1
H -1.910 4.111 -0.369 0.1 0.0 0.0
H 0.158 5.459 -0.506 0.0 0.0 -0.2
H 2.387 4.316 -0.648 0.0 0.0 0.1
H 2.496 1.912 -0.574 -0.1 0.0 -0.1
N 1.852 -2.978 -0.839 0.0 -0.3 -0.3
C 1.476 -4.252 -0.944 0.1 -0.1 -0.1
C 0.183 -4.357 -0.448 -0.1 0.0 0.0
C -0.152 -3.081 -0.057 -0.2 -0.1 0.3
N 0.870 -2.220 -0.290 0.0 1.1 0.2
H 2.721 -2.581 -1.141 0.2 0.1 -0.1
H 2.126 -5.011 -1.358 0.0 0.1 0.0
H -0.421 -5.249 -0.377 0.1 0.1 0.0
H -1.074 -2.754 0.400 0.2 0.0 -0.1

# 7
11
Properties=species:S:1:pos:R:3:forces:R:3 method="wB97M-V/def2-TZVPD" smiles="O[C@H](C=S)CCl" gap_ha=0.31847 lumo_energy_ev=-0.706 total_charge=0 relative_energy_kcal_mol=20.7
C 0.094 -0.198 -0.437 -2.1 -0.6 -1.2
C -1.009 -0.447 0.654 1.8 -0.3 0.0
C 0.684 1.163 -0.304 2.1 -0.7 0.9
H 1.796 -1.152 -0.264 0.2 0.1 0.2
H -0.489 -0.125 -1.388 0.3 -0.3 0.4
H -0.514 -0.451 1.645 -0.6 0.6 -0.3
H -1.356 -1.451 0.516 -0.4 -0.4 -0.3
H 0.095 1.983 -0.676 -0.3 0.2 0.1
O 0.899 -1.364 -0.550 -0.1 1.1 0.5
S 2.161 1.381 0.352 -0.8 0.0 -0.5
Cl -2.360 0.662 0.451 0.0 0.2 0.3